# 1
The following is a quantum chemistry calculation of a molecular structure, C8H7AuO7P2, from the OMol25 dataset.

Summary:
molecular weight	474.05	g/mol
ΔE to the lowest compared entry with this formula, charge and spin	18.9	kcal per mole
energy	-1654.42890	a.u.
total charge	-2

Positions of all 25 atoms, in Å:
Au 1.4945 0.7976 -0.9976
O 3.4858 -0.3763 -5.0334
P 2.5274 -0.5809 -3.7118
O 1.3228 -1.3204 -4.1634
O 2.4654 0.7803 -3.0731
O 3.4607 -1.5470 -2.8176
P 3.9048 -1.5150 -1.2510
O 5.5030 -1.8889 -1.4130
O 3.2754 -2.6592 -0.5427
O 3.8482 -0.1014 -0.7738
H 3.2082 -1.0638 -5.6468
H 5.5435 -2.8380 -1.2582
C -0.0770 0.8666 0.1611
C -1.0625 0.8957 0.8808
C -2.2115 0.9324 1.7195
C -3.4872 0.6066 1.2296
C -4.6010 0.6289 2.0528
C -4.4862 0.9817 3.3927
C -3.2324 1.3113 3.8938
C -2.1154 1.2879 3.0749
H -3.5767 0.3243 0.1887
H -5.5706 0.3640 1.6453
H -5.3575 0.9914 4.0369
H -3.1227 1.5850 4.9376
H -1.1388 1.5375 3.4689

# 2
The following is a quantum chemistry calculation of a molecular structure, C8H7BF2N3OPdS, from the OMol25 dataset.

Summary:
molecular weight	348.46	g/mol
energy	-1299.11538	a.u.
total charge	+1

Positions of all 24 atoms, in Å:
Pd 1.4264 -0.2484 -1.6654
N 4.8397 -0.5061 0.8868
C 3.6367 -0.4328 0.3123
S 3.5792 -0.5811 -1.4354
N 2.5771 -0.2738 1.0429
N 1.4180 -0.2561 0.2850
C 0.3227 -0.2316 0.9611
C -1.0597 -0.1970 0.5170
C -2.0174 -0.4632 1.5051
C -3.3665 -0.4880 1.2069
C -3.7895 -0.2374 -0.0892
C -2.8670 0.0478 -1.0862
C -1.5269 0.0722 -0.7728
O -0.6514 0.3728 -1.8303
H 5.6793 -0.5912 0.3431
H 4.9124 -0.4614 1.8895
H 0.4738 -0.2650 2.0361
H -1.6874 -0.6603 2.5166
H -4.0860 -0.7025 1.9841
H -4.8431 -0.2588 -0.3318
H -3.1777 0.2520 -2.1018
F -0.1227 2.5609 -1.0327
B -0.0968 1.6567 -1.9750
F 0.4267 1.8923 -3.1660

# 3
The following is a quantum chemistry calculation of a molecular structure, C8H7BrCl2 in a non-equilibrium geometry, from the OMol25 dataset.

Summary:
molecular weight	253.95	g/mol
energy	-3803.29069	a.u.
total charge	0

Positions of all 18 atoms, in Å:
C -0.4233 1.5286 -1.2617
C 0.8372 0.9036 -1.1671
C -1.4040 1.3702 -0.2838
C 1.0700 0.0666 -0.0822
C -0.9927 0.7961 0.9283
C 0.1913 0.1207 0.9779
C 0.6911 -0.7141 2.1182
C 0.4010 -1.7410 -2.0212
Cl -0.5313 -2.6343 -0.9711
Cl -0.5546 -1.2775 -3.3452
Br -0.5979 -1.1727 3.4919
H -0.8000 2.1407 -2.0455
H 1.6013 0.8419 -2.0117
H -2.3677 1.7228 -0.3668
H 1.9189 -0.4732 -0.1832
H -1.5118 0.5935 1.8766
H 1.0762 -1.7161 1.5743
H 1.3962 -0.3558 2.7724

# 4
The following is a quantum chemistry calculation of a gas-phase ion, C8H7BrF3N2O (charge +1) in a non-equilibrium geometry, from the OMol25 dataset.

Summary:
molecular weight	284.05	g/mol
ΔE to the lowest compared entry with this formula, charge and spin	67.9	kcal per mole
energy	-3367.03857	a.u.
total charge	+1

Positions of all 22 atoms, in Å:
C 2.2746 0.3947 0.6728
C 1.0773 1.0983 0.5174
C 2.1825 -0.9881 0.3312
C 0.9903 -1.6011 -0.0720
C -0.0670 0.4436 0.1181
C -1.3858 -1.4607 -0.5019
C -2.3825 0.8699 -0.5377
C -3.7076 0.9312 0.2682
N -0.1847 -0.9447 -0.1640
N -1.2542 1.0970 0.1533
O -2.4510 0.8027 -1.9119
F -3.8918 -0.0407 1.1106
F -3.8297 2.0848 0.9029
F -4.6843 0.8485 -0.6547
Br -1.8513 -3.0940 0.4125
H 3.2398 0.9662 1.0042
H 0.8864 2.0487 0.8913
H 3.0411 -1.5153 0.0798
H 0.9183 -2.6913 -0.1899
H -1.8104 -1.3457 -1.4080
H -1.2455 2.0726 0.4255
H -3.1252 0.2345 -2.1529

# 5
The following is a quantum chemistry calculation of a molecular structure, C8H7BrI3N4O3Pd in a non-equilibrium geometry, from the OMol25 dataset.

Summary:
molecular weight	774.20	g/mol
ΔE to the lowest compared entry with this formula, charge and spin	6.5	kcal per mole
multiplicity	3
energy	-4348.39743	a.u.
⟨S²⟩	2.008
total charge	+1

Positions of all 27 atoms, in Å:
Pd -1.5623 -0.0441 0.4151
O -2.0834 -2.7134 3.0943
N -1.9223 -1.8832 2.2691
O -1.6418 -0.6864 2.5538
O -2.0121 -2.1228 1.0395
Br 4.6808 -3.0092 1.0969
C 3.0224 -2.1600 0.8327
C 2.6687 -1.0468 1.5948
C 1.4589 -0.4316 1.3361
N 0.6274 -0.8616 0.3820
C 0.9382 -1.9577 -0.3112
C 2.1269 -2.6386 -0.1206
H 3.3215 -0.6774 2.3692
H 1.1428 0.4374 1.9097
H 0.2108 -2.3033 -1.0395
H 2.3553 -3.5242 -0.6912
I -1.1793 4.4007 -4.1056
C -0.7115 3.0791 -2.5605
C 0.5562 2.7465 -2.1167
N 0.4001 1.8564 -1.1293
N -0.8977 1.5949 -0.9036
C -1.5896 2.3312 -1.7661
H 1.5112 3.0931 -2.4552
H 1.1253 1.4236 -0.5719
H -2.6639 2.3198 -1.8058
I -4.1940 0.6104 1.1314
I -5.6886 2.1670 -0.4474

# 6
The following is a quantum chemistry calculation of 2 unconnected molecules or ions with the total composition C8H7BrNO2 in a non-equilibrium geometry, from the OMol25 dataset.

Summary:
molecular weight	229.05	g/mol
ΔE to the lowest compared entry with this formula, charge and spin	30.7	kcal per mole
energy	-3088.27528	a.u.
total charge	-1

Positions of all 19 atoms, in Å:
C -1.2845 -1.6540 -0.7424
C -1.6498 -1.1690 0.4896
C -0.2808 -0.9503 -1.2863
C -0.6861 -0.1853 0.7637
C -2.2830 3.1202 1.8113
C 0.9135 1.4248 1.3224
C 1.1974 0.8652 -0.1493
C -0.4662 0.7917 1.7482
N 0.1678 -0.1071 -0.2800
O -2.0433 3.2302 0.6855
O -2.5373 3.0120 2.8881
Br -0.3620 0.0615 3.5102
H -1.8631 -2.3628 -1.3711
H -2.2432 -1.5263 1.2258
H -0.0046 -1.0611 -2.3364
H 1.8107 1.1435 1.8610
H 0.9432 2.5967 1.4152
H 0.7825 1.7719 -0.7126
H 2.1457 0.6131 -0.4431

# 7
The following is a quantum chemistry calculation of C8H7ClFNO3S in the gas phase in a non-equilibrium geometry, from the OMol25 dataset.

Summary:
molecular weight	251.67	g/mol
SMILES string	O=CCN(F)S(=O)(=O)c1ccc(Cl)cc1
ΔE to the lowest compared entry with this formula, charge and spin	0.0	kcal per mole
energy	-1547.61333	a.u.
total charge	0

Positions of all 22 atoms, in Å:
O -2.9044 -1.4734 -3.4828
C -2.3111 -2.0738 -2.6644
C -1.4993 -1.4765 -1.5149
N -1.5201 -0.0693 -1.4164
F -0.5237 0.4476 -2.2780
S -1.4830 0.7056 0.0707
O -1.7452 2.0929 -0.0948
O -2.2962 -0.0441 1.0047
C 0.2719 0.5365 0.6574
C 0.7727 -0.4657 1.4961
C 1.9395 -0.2431 2.1867
C 2.6724 0.8526 1.8805
Cl 4.0286 1.3547 2.7706
C 2.2359 1.8843 0.9331
C 0.9519 1.6821 0.4229
H -2.1677 -3.1110 -2.7836
H -1.7387 -1.7985 -0.5577
H -0.4693 -1.7192 -1.6529
H 0.2239 -1.2823 1.6179
H 2.3418 -0.9713 2.9347
H 2.6489 2.8537 0.7630
H 0.5714 2.3182 -0.2930

# 8
The following is a quantum chemistry calculation of C8H7ClINS in the gas phase in a non-equilibrium geometry, from the OMol25 dataset.

Summary:
molecular weight	311.57	g/mol
SMILES string	C/C=c1/scc/c1=C(Cl)/C=N/I
ΔE to the lowest compared entry with this formula, charge and spin	39.6	kcal per mole
energy	-1519.73154	a.u.
total charge	0

Positions of all 19 atoms, in Å:
C -1.1956 -1.0223 -1.5069
C -1.4823 -0.7288 -0.0810
C -0.8738 0.2619 0.6560
S -1.7206 1.2564 1.8358
C -0.5667 2.6022 1.6170
C 0.4451 2.2442 0.8117
C 0.3786 0.8707 0.2422
C 1.4734 0.2506 -0.2487
Cl 2.9498 1.1016 -0.6887
C 1.6311 -1.1660 -0.1056
N 0.5866 -1.9486 -0.0610
I 0.6703 -3.9740 0.0772
H -0.8026 -2.0435 -1.5606
H -0.2965 -0.4931 -1.6657
H -2.1057 -0.8936 -1.9763
H -2.2317 -1.3383 0.4128
H -0.8340 3.6355 1.8178
H 1.3215 2.8658 0.7799
H 2.6531 -1.4806 -0.3558

# 9
The following is a quantum chemistry calculation of C8H7ClN2O5 in the gas phase in a non-equilibrium geometry, from the OMol25 dataset.

Summary:
molecular weight	246.61	g/mol
SMILES string	O=[N+]([O-])O[C@](CCl)(c1ccccc1)[N+](=O)[O-]
energy	-1254.66078	a.u.
total charge	0

Positions of all 23 atoms, in Å:
O 1.2193 -1.8797 1.2575
N 1.9171 -1.9995 0.3319
O 2.4956 -2.8894 -0.1387
O 1.9814 -0.7930 -0.5382
C 1.2097 0.2333 -0.1836
C 1.7199 0.9131 1.3159
Cl 3.5217 1.1159 1.2957
C -0.2804 0.0398 -0.1027
C -1.1280 0.7155 0.6901
C -2.4916 0.4683 0.7468
C -3.0257 -0.2445 -0.3201
C -2.1912 -0.7897 -1.3485
C -0.8047 -0.8621 -1.0973
N 1.3456 1.3545 -1.1955
O 0.9746 2.4347 -0.8517
O 1.7027 1.0311 -2.2826
H 1.2880 1.8908 1.5593
H 1.3620 0.1021 2.0878
H -0.6105 1.3090 1.4691
H -3.0226 0.8636 1.5307
H -4.1695 -0.2648 -0.2620
H -2.6997 -1.3046 -2.1569
H -0.3138 -1.4446 -1.8071

# 10
The following is a quantum chemistry calculation of C8H7FO2S in the gas phase in a non-equilibrium geometry, from the OMol25 dataset.

Summary:
molecular weight	186.21	g/mol
ΔE to the lowest compared entry with this formula, charge and spin	5.9	kcal per mole
energy	-957.49548	a.u.
total charge	0

Positions of all 19 atoms, in Å:
C -1.3213 -1.5544 -0.6842
C -1.9473 -0.6986 0.1884
C 0.0384 -1.4543 -0.9649
C -1.0954 0.3134 0.7600
C 0.8467 -0.4197 -0.5730
C 0.2258 0.4457 0.4434
C 2.0548 -0.3105 -1.2135
C 1.0247 1.5573 1.1600
O 1.2289 2.5341 0.1810
O 3.8930 -0.6836 -2.8835
F 0.4715 1.9792 2.2955
S 2.5503 -1.1356 -2.5870
H -1.8241 -2.2989 -1.1823
H -3.0147 -0.8950 0.4127
H 0.3374 -2.0390 -1.7635
H -1.5185 0.9020 1.6436
H 2.7241 0.3940 -0.8443
H 1.9777 3.1213 0.4301
H 2.1175 1.2236 1.4711